# C17H29N5O7

An isolated molecule of C17H29N5O7 (the ωB97M-V functional and the def2-TZVPD basis, OMol25).

Properties
Energy relative to the best compared isomer or geometry (same formula, charge and spin)   9.9 kcal per mole
Kohn-Sham gap   9.16 eV
HOMO level   -8.62 eV
Structure (SMILES)   COCCOCC(=O)NC[C@@]1(OC)CCN(C(=O)CCCn2c(O)nnc2O)C1
E   -1465.6623 a.u.
LUMO   0.533 eV

Geometry as XYZ:
```
58
Properties=species:S:1:pos:R:3:forces:R:3:nbo_charge:R:1
C 0.276028 4.584907 -0.341758 -0.004 -0.001 0.001 -0.2466
O 1.363063 3.756196 -0.694797 0.004 0.009 -0.006 -0.5471
C 1.102428 2.985412 -1.844746 0.000 -0.016 -0.007 -0.0823
C 2.244446 2.021686 -2.030119 -0.080 -0.053 -0.027 -0.0780
O 2.328665 1.228659 -0.857208 0.112 0.087 -0.005 -0.5733
C 3.143071 0.071801 -0.991464 -0.051 -0.043 0.104 -0.1656
C 2.314761 -1.184215 -1.227503 -0.004 0.030 -0.097 0.6575
O 2.830846 -2.228244 -1.582074 0.004 -0.001 -0.014 -0.6325
N 0.991908 -1.023313 -1.000358 0.048 -0.030 0.031 -0.6267
C 0.031609 -2.087345 -1.153292 -0.005 0.028 -0.027 -0.2693
C -1.244201 -1.599800 -1.843212 -0.005 -0.009 -0.022 0.2665
O -0.985733 -0.972707 -3.081679 -0.007 0.004 0.004 -0.5399
C -0.263350 -1.755765 -4.015497 0.012 -0.003 0.003 -0.2571
C -2.281122 -2.734783 -1.911356 0.007 -0.004 -0.001 -0.4480
C -2.984348 -2.709686 -0.543429 -0.004 0.008 0.002 -0.2197
N -2.628241 -1.404094 0.026248 -0.023 0.009 -0.002 -0.4404
C -2.504738 -1.277105 1.376441 0.032 -0.020 0.015 0.6965
O -2.951619 -2.121467 2.133521 -0.005 0.004 -0.002 -0.6253
C -1.729278 -0.071827 1.877380 -0.013 0.006 -0.009 -0.4994
C -1.651486 -0.003320 3.392878 0.009 -0.009 -0.002 -0.4080
C -0.593189 0.994382 3.851959 0.002 -0.001 -0.006 -0.2100
N 0.740359 0.602718 3.415788 0.001 0.008 0.005 -0.4187
C 1.438800 0.997800 2.306717 0.001 0.016 -0.005 0.6141
O 0.949118 1.969444 1.534534 0.014 -0.010 0.003 -0.6991
N 2.535823 0.331112 2.156374 0.001 0.002 0.005 -0.3874
N 2.595011 -0.581543 3.219818 -0.001 -0.004 0.001 -0.3664
C 1.530862 -0.389778 3.918162 -0.006 -0.004 -0.001 0.6038
O 1.153318 -1.032290 5.032649 0.003 -0.002 0.004 -0.6655
C -1.982613 -0.579470 -0.976439 0.010 -0.002 0.006 -0.2231
H 0.560966 5.129388 0.554897 0.000 0.000 -0.001 0.2015
H 0.046366 5.297173 -1.141594 0.002 -0.001 0.000 0.1688
H -0.618438 3.988258 -0.129439 0.002 0.000 0.001 0.1683
H 0.163982 2.424561 -1.722268 0.002 0.003 0.006 0.1668
H 1.000738 3.622233 -2.732859 0.003 0.001 0.001 0.1790
H 2.046682 1.394867 -2.907339 0.000 0.002 -0.002 0.1831
H 3.185120 2.560603 -2.181961 -0.001 0.002 0.003 0.1860
H 3.856607 0.175789 -1.810419 0.004 -0.003 0.004 0.1993
H 3.680385 -0.062635 -0.052896 -0.003 0.000 -0.002 0.2562
H 0.704082 -0.102939 -0.710721 -0.005 -0.011 0.024 0.4103
H 0.510093 -2.875579 -1.733899 -0.006 -0.013 0.011 0.2426
H -0.234373 -2.529059 -0.186552 -0.005 0.021 0.007 0.2062
H -0.275172 -1.207347 -4.954663 -0.001 0.001 0.001 0.1967
H 0.774152 -1.907840 -3.705279 -0.003 -0.002 -0.004 0.1827
H -0.734241 -2.731068 -4.173237 -0.004 0.001 -0.002 0.1691
H -2.978323 -2.498093 -2.716465 0.001 -0.002 -0.003 0.2223
H -1.836928 -3.708120 -2.118588 -0.001 -0.001 0.004 0.2218
H -4.065130 -2.823302 -0.632579 0.000 0.006 -0.003 0.2068
H -2.632441 -3.488487 0.132573 -0.001 -0.005 -0.004 0.2221
H -0.717478 -0.155733 1.466808 0.000 0.009 0.001 0.2190
H -2.146894 0.850781 1.465533 -0.004 -0.002 -0.004 0.2225
H -2.618170 0.279012 3.813079 0.001 0.003 -0.001 0.2208
H -1.418003 -0.990664 3.791876 -0.004 0.000 0.003 0.2363
H -0.776551 1.989571 3.446341 -0.004 -0.002 0.002 0.2187
H -0.580558 1.068469 4.938516 0.003 -0.001 0.001 0.2238
H 1.546193 2.090134 0.767287 -0.019 0.000 0.009 0.5393
H 1.835905 -1.689197 5.223291 -0.001 0.001 -0.001 0.5075
H -1.333345 0.172342 -0.535244 -0.004 -0.001 0.002 0.2055
H -2.715419 -0.060509 -1.601722 -0.001 -0.004 -0.004 0.2079
```
Positions in Å, forces in eV/Å.

=====

# C17H30AsBrCl3CsN2O8P2Si2

A structure of composition C17H30AsBrCl3CsN2O8P2Si2 (the ωB97M-V functional and the def2-TZVPD basis, OMol25).

Properties
Energy relative to the best compared isomer or geometry (same formula, charge and spin)   0.0 kcal per mole
Kohn-Sham gap   2.66 eV
HOMO level   -0.38 eV
Total charge   -2
E   -8849.7519 a.u.
LUMO   2.281 eV

Geometry as XYZ:
```
67
Properties=species:S:1:pos:R:3:forces:R:3:nbo_charge:R:1
Cs -0.987062 1.362360 0.635563 0.542 -0.385 -0.095 0.9543
N -0.507074 3.198000 5.832489 0.214 0.513 1.568 -0.7521
C -1.300147 2.953980 4.548919 0.346 -0.985 -0.536 -0.6127
C -2.843862 3.242945 4.635657 1.162 -0.075 0.778 -0.6271
P -0.427124 4.170599 3.441559 -0.863 -0.722 -0.255 2.3414
O -1.112787 5.421659 4.351109 0.826 1.020 -1.247 -1.0443
O 1.023357 4.141519 3.780813 -0.031 0.210 -0.026 -1.1577
O -0.939982 4.106560 2.026738 0.203 0.229 1.111 -1.1698
P -1.119105 1.015885 4.498700 0.790 0.889 1.077 2.3621
O 0.477354 0.789374 4.246831 -1.335 -0.019 -0.639 -1.0095
O -2.055886 0.433794 3.493088 0.701 0.285 0.192 -1.1534
O -1.197602 0.800862 5.995092 -0.850 -0.487 -0.156 -1.2000
H -0.889990 3.994387 6.356481 0.234 -0.048 -0.435 0.4041
H 0.518118 3.395647 5.633550 -1.344 -0.126 -0.459 0.4743
H -0.580065 2.335442 6.448919 -0.283 0.053 -0.901 0.4741
H -3.008945 4.126086 5.264797 -0.094 -0.015 -0.269 0.1978
H -3.346777 2.393734 5.098282 -0.078 -0.012 -0.100 0.2233
H -3.245778 3.416988 3.631979 0.244 -0.035 0.231 0.2425
H -0.641978 6.234208 4.057009 -0.475 -0.602 0.410 0.4843
H 0.601366 0.315889 3.413454 0.796 -0.070 -0.522 0.5292
Cl -7.211722 -1.608851 -0.676265 -0.275 0.488 0.577 0.1076
C -6.852236 0.026264 -1.231531 -3.425 0.359 -0.306 -0.1129
Cl -7.084507 1.415299 -0.114789 0.257 -1.179 -0.269 0.0817
Cl -8.117025 0.376317 -2.681595 1.321 -0.324 1.243 -0.0593
C -5.572439 -0.040429 -1.766559 3.330 0.759 -2.237 0.1332
N -4.575335 -0.032027 -2.360014 -1.225 -0.018 1.037 -0.1518
C -3.642106 -3.557505 -2.365845 -0.005 0.568 -0.609 -1.1154
Si -1.976321 -3.347041 -3.250958 1.566 0.739 0.776 1.3510
C -1.403972 -4.957624 -4.110423 -0.672 0.386 -0.422 -1.1243
C -2.313552 -1.908019 -4.438008 0.209 0.095 -0.163 -1.1386
As -0.311139 -2.765566 -1.736220 0.040 -0.009 0.268 -0.9345
Si 1.370979 -1.847124 -3.088983 -0.515 -0.473 0.609 1.3737
C 3.113419 -1.968198 -2.304373 -0.312 0.343 0.435 -1.1076
C 0.952227 -0.014929 -3.371793 0.610 0.144 -0.008 -1.1537
C 1.677413 -2.710306 -4.754648 -0.097 -0.212 -0.487 -1.1291
H -4.408829 -3.806627 -3.116837 0.003 -0.159 0.300 0.2015
H -3.915354 -2.581144 -1.922608 0.216 -0.485 -0.124 0.2283
H -3.570960 -4.300006 -1.589322 -0.195 -0.371 0.316 0.2271
H -2.266721 -5.384885 -4.627766 -0.001 -0.269 -0.367 0.1901
H -1.073271 -5.684518 -3.364782 0.147 0.237 -0.063 0.2369
H -0.601574 -4.738126 -4.843055 -0.349 -0.183 0.479 0.2317
H -2.892067 -2.253758 -5.294788 -0.249 0.155 -0.274 0.1957
H -1.364710 -1.465422 -4.814855 -0.635 -0.214 0.284 0.2327
H -2.895205 -1.144086 -3.873768 0.497 -0.457 -0.474 0.2423
H 3.076501 -1.768660 -1.225290 -0.121 -0.006 -0.170 0.2430
H 3.763086 -1.187126 -2.722478 0.009 -0.207 -0.087 0.2148
H 3.566788 -2.957078 -2.429237 -0.073 0.104 -0.172 0.2114
H 1.254953 0.552463 -2.471604 -0.042 -0.296 -0.300 0.2750
H -0.125682 0.117936 -3.492771 0.109 -0.059 -0.188 0.2266
H 1.509050 0.388940 -4.236995 -0.265 0.067 0.163 0.1976
H 2.022587 -3.761073 -4.650744 -0.297 0.555 0.138 0.2233
H 2.482790 -2.161871 -5.256304 0.031 0.011 -0.144 0.2046
H 0.799274 -2.700777 -5.425050 0.266 -0.024 0.229 0.2139
Br 3.855564 3.431768 0.607709 -0.964 0.674 -0.250 0.0708
C 4.679648 1.795565 0.932999 0.134 -0.677 -0.236 -0.0582
C 6.065389 1.932984 1.004951 -0.250 -1.297 0.858 -0.2578
C 6.805313 0.819636 1.417237 0.445 0.668 0.060 -0.2232
C 6.174903 -0.393995 1.636046 0.201 -0.032 -0.186 -0.2454
C 4.809346 -0.508140 1.449400 -1.090 -0.185 -0.118 -0.1694
C 3.980076 0.568222 1.103289 1.517 0.860 -0.108 -0.1307
C 2.492207 0.415192 0.807038 -1.161 0.854 -1.632 0.7508
O 1.737995 -0.140942 1.618748 0.104 -0.325 1.132 -0.7742
O 2.107944 0.897363 -0.302377 0.771 -0.133 0.888 -0.7732
H 6.517858 2.901740 0.842057 0.020 -0.096 0.038 0.2139
H 7.870406 0.956033 1.640600 -0.316 -0.236 -0.320 0.1933
H 6.752713 -1.276710 1.897312 -0.065 0.148 0.090 0.2006
H 4.320267 -1.473078 1.564223 0.093 0.090 0.064 0.2256
```
Positions in Å, forces in eV/Å.